Molecular formula: C6H12BrN4
Method: DFT, the ωB97M-V functional and the def2-TZVPD basis

The value obtained for the HOMO-LUMO gap is 9.11 eV. Its net charge is +1. As for the energy: -3028.56594 Ha. The largest force on an atom is 6.345 eV/Å. The calculation puts the highest occupied orbital energy at -12.6 eV. For the relative energy (zero: lowest compared OMol25 entry of this formula, charge and spin), the calculation gives 0.0 kJ/mol. The calculation puts the LUMO energy at -3.495 eV.

```
23
Properties=species:S:1:pos:R:3:lowdin_charge:R:1
C -1.48946 -1.11124 -1.81447 -0.23
C 1.22883 1.99553 -0.68241 -0.39
C -2.81436 -1.17457 -1.76999 0.05
C -0.76235 -0.49719 2.81485 -0.14
C 0.27993 -1.19834 2.48557 -0.70
C -0.79645 0.51891 -0.23402 -0.08
N -0.60158 -0.12382 -1.35413 0.07
N 2.09208 2.83053 -0.12684 0.21
N 0.13455 1.58720 0.07036 0.13
N 1.32410 1.73760 -1.98259 0.24
Br 1.98692 -0.47542 2.40231 0.72
H -0.99421 -1.82375 -2.33845 0.07
H -3.36886 -0.39816 -1.32953 0.04
H -3.25383 -1.99752 -2.44073 0.11
H -0.72725 0.55088 3.04536 0.06
H -1.74163 -0.87895 2.65856 0.07
H 0.12519 -2.30367 2.18262 0.11
H -1.28334 0.24459 0.61020 0.07
H 1.96106 3.05542 0.83599 0.12
H 3.05089 2.93465 -0.40791 0.14
H 0.28035 1.74966 1.05922 0.11
H 2.16565 1.93225 -2.53609 0.16
H 0.57581 1.21930 -2.35322 0.08
```

Molecular formula: C6H12Cl2N4PS
Method: DFT, the ωB97M-V functional and the def2-TZVPD basis

The value obtained for the HOMO-LUMO gap is 7.15 eV. Its net charge is +1. As for the energy: -2114.43884 Ha. The largest force on an atom is 5.406 eV/Å. The calculation puts the highest occupied orbital energy at -12.3 eV. The calculation puts the LUMO energy at -5.183 eV.

```
26
Properties=species:S:1:pos:R:3:lowdin_charge:R:1
N -0.58686 -1.38542 -0.08802 0.05
C 0.57894 -0.52567 -0.05664 -0.17
C 0.89682 0.38618 -1.22465 0.01
N 1.91438 1.29669 -1.40345 0.08
N 2.69642 1.30875 -0.33207 -0.27
P 4.02004 2.54532 -0.49132 0.39
S 3.25674 4.32330 -0.56363 0.20
C 2.64540 0.55794 0.82315 -0.24
N 3.66672 0.75644 1.85408 0.08
C 1.56674 -0.46852 1.10520 0.13
H -1.09106 -1.41025 0.81140 0.01
H -0.35285 -2.33950 -0.40207 0.12
H 0.15139 0.34414 -2.09183 0.15
H 4.57288 2.25914 -1.79922 0.01
H 5.07714 2.35872 0.43615 -0.01
H 4.57621 0.37300 1.52877 0.11
H 3.43326 0.16341 2.67071 0.11
H 1.49652 -1.09867 2.03416 0.13
Cl -5.23501 0.88290 -0.40463 0.55
C -4.87986 -0.75990 -0.99048 -0.66
C -4.84581 -1.77376 0.13417 -0.63
Cl -3.45099 -1.52888 1.21863 0.58
H -3.93293 -0.72964 -1.53152 0.06
H -5.66813 -1.02125 -1.69855 0.08
H -4.75340 -2.78014 -0.27674 0.08
H -5.75268 -1.73433 0.73839 0.08
```

Molecular formula: C6H12Cl2S2
Method: DFT, the ωB97M-V functional and the def2-TZVPD basis

The value obtained for the HOMO-LUMO gap is 9.00 eV. As for the energy: -1952.43082 Ha. The largest force on an atom is 5.561 eV/Å. The calculation puts the highest occupied orbital energy at -8.5 eV. For the relative energy (zero: lowest compared OMol25 entry of this formula, charge and spin), the calculation gives 407.7 kJ/mol. The calculation puts the LUMO energy at 0.524 eV.

```
22
Properties=species:S:1:pos:R:3:lowdin_charge:R:1
C 3.04981 -1.82289 0.01126 -0.49
C 2.86247 -0.67286 0.98167 -0.36
C 2.93279 0.87579 0.54095 -0.52
C -1.25746 0.87438 -0.60466 -0.50
C -1.44285 -0.29145 0.49601 -0.36
C -2.73203 -1.20895 0.41036 -0.54
H 3.62399 -1.29462 -0.90882 0.14
H 3.27957 -2.80044 0.29252 0.03
H 3.80261 -0.62958 1.68941 0.14
H 1.93057 -0.53652 1.51145 0.07
H 3.88382 1.42321 0.18286 0.08
H 2.66461 1.51080 1.49090 0.09
H -2.22614 1.33000 -0.89845 0.06
H -0.74128 0.32683 -1.32003 0.00
H -1.66798 0.21272 1.61179 0.14
H -0.49156 -1.04441 0.58192 0.05
H -2.86729 -2.28483 -0.41460 0.16
H -2.94799 -1.44974 1.50012 0.05
S 1.61568 1.54497 -0.63722 0.41
S -0.14517 2.21320 0.19634 0.45
Cl 1.32618 -2.08850 -0.53917 0.54
Cl -4.39957 -0.34786 -0.00664 0.36
```

Molecular formula: C6H12ClN
Method: DFT, the ωB97M-V functional and the def2-TZVPD basis

The value obtained for the HOMO-LUMO gap (spin up / spin down) is 8.70 / 8.71 eV. As for the energy: -750.59858 Ha. The largest force on an atom is 5.125 eV/Å. The calculation puts the highest occupied orbital energy (spin up / spin down) at -8.1 / -8.2 eV. For the relative energy (zero: lowest compared OMol25 entry of this formula, charge and spin), the calculation gives 457.8 kJ/mol. The calculation puts the LUMO energy (spin up / spin down) at 0.554 / 0.554 eV.

```
20
Properties=species:S:1:pos:R:3:lowdin_charge:R:1
C 0.08907 -0.57914 0.47314 -0.79
C -0.19137 0.61308 -0.33709 -0.22
C 0.66406 -0.23170 1.78709 -0.06
C 0.85967 -1.75764 -0.16162 -0.10
C -0.39443 1.99547 0.21539 -0.05
C -0.45624 0.49090 -1.84109 -0.07
N -1.34388 -0.81839 0.56174 -0.35
Cl -2.00737 -1.84796 -0.60218 0.60
H 1.72211 0.23396 1.47357 0.14
H 0.78359 -1.07266 2.40941 0.05
H 0.13352 0.62771 2.42803 0.13
H 0.32288 -2.22519 -1.12434 0.07
H 1.08142 -2.63486 0.58614 0.11
H 1.94613 -1.41343 -0.32791 0.10
H -1.13176 1.85661 1.07211 0.12
H -0.89158 2.66569 -0.50177 0.09
H 0.44904 2.47934 0.44622 0.04
H -0.39994 -0.56750 -2.10016 0.03
H 0.17482 1.19799 -2.26241 0.06
H -1.40974 0.98773 -2.19428 0.11
```